{"formula": "C23H46ClFN2O2S", "method": "ωB97M-V with the def2-TZVPD basis set", "smiles": "O=S(=O)(F)N(Cl)c1ccncc1.CCCCCC.CCCCCC.CCCCCC", "homo_energy_ev": -10.163, "symbols": ["H", "H", "H", "H", "H", "C", "C", "H", "H", "C", "H", "H", "Cl", "H", "H", "C", "H", "H", "H", "H", "C", "N", "H", "H", "C", "H", "H", "C", "H", "N", "H", "H", "C", "C", "H", "H", "H", "O", "C", "H", "S", "H", "C", "C", "C", "H", "H", "C", "H", "C", "H", "H", "C", "H", "H", "C", "C", "H", "H", "O", "C", "C", "H", "H", "H", "C", "F", "H", "C", "H", "C", "H", "H", "H", "H", "H"], "xyz": [[0.861, 3.532, -5.023], [5.707, 2.722, -5.361], [-6.040, -4.714, 4.613], [9.280, 1.307, -5.137], [2.494, 1.665, 4.994], [-8.133, -5.018, 4.234], [-7.241, -2.122, 4.930], [-6.216, -3.170, 6.501], [-6.902, -5.451, 5.941], [0.751, 2.710, -1.629], [-6.170, -1.055, 3.374], [2.881, 4.378, -3.793], [-2.381, -1.706, 4.103], [5.892, 1.189, -3.443], [0.071, 3.061, -0.846], [0.697, 1.184, -1.687], [-7.954, -3.332, 6.555], [-1.357, 0.065, 2.463], [7.355, 2.541, -4.815], [7.245, 2.571, -7.257], [-0.391, 0.049, 4.396], [1.524, 1.645, 3.172], [4.628, -0.747, -4.324], [1.104, 1.941, -4.346], [1.624, 1.300, 4.453], [-5.912, -2.796, 3.339], [3.279, 3.032, -4.861], [0.385, 3.414, -2.937], [7.800, -0.305, -6.386], [-1.330, -0.781, 5.105], [-0.691, -0.457, -1.997], [1.415, 0.809, -2.421], [4.911, 0.069, -4.990], [1.235, 3.007, -4.140], [0.388, 1.470, 1.459], [-9.769, -4.144, 5.378], [9.728, 2.062, -6.667], [-2.145, 1.434, 6.126], [6.538, 2.011, -5.312], [-9.465, -5.845, 5.731], [-2.075, 0.049, 6.405], [-10.273, -5.380, 4.234], [-7.101, -3.317, 5.872], [2.719, 3.312, -3.967], [8.096, 0.643, -6.842], [-8.154, -2.215, 4.337], [10.192, 0.393, -6.332], [-6.044, -1.938, 4.002], [-8.185, -4.285, 3.423], [6.121, 0.822, -4.447], [8.274, 0.426, -7.898], [-1.421, 0.972, -1.263], [0.708, 0.499, 5.109], [4.052, 0.736, -5.085], [6.960, 0.131, -4.331], [6.953, 1.652, -6.740], [-9.485, -5.099, 4.934], [1.025, 0.789, -0.721], [-1.039, 0.956, -2.985], [-1.529, -0.458, 7.606], [-0.519, 0.395, 3.064], [9.396, 1.129, -6.207], [0.477, 4.494, -2.786], [1.752, 3.017, -1.315], [-0.668, 3.234, -3.169], [-6.978, -4.673, 5.174], [-3.520, -0.520, 6.293], [6.088, 1.264, -7.286], [-0.691, 0.634, -2.002], [0.856, 0.232, 6.151], [0.470, 1.190, 2.506], [5.109, -0.364, -5.972], [-5.128, -1.810, 4.580], [-7.365, -1.219, 5.534], [3.149, 2.765, -3.126], [-7.918, -5.978, 3.759]], "lowdin_charge": [0.1053, 0.0967, 0.0997, 0.0643, 0.1131, -0.2716, -0.2641, 0.1083, 0.1093, -0.2310, 0.0740, 0.0784, 0.7585, 0.1024, 0.1057, -0.2717, 0.1013, 0.0863, 0.1021, 0.1092, -0.3481, 0.0700, 0.0704, 0.0970, -0.1268, 0.0683, 0.0523, -0.2272, 0.0972, -0.5347, 0.0693, 0.0976, -0.1054, -0.2657, 0.0957, 0.0644, 0.0745, -0.2100, -0.2273, 0.0748, 0.5768, 0.0685, -0.2270, -0.1114, -0.2716, 0.0983, 0.0683, -0.1187, 0.0971, -0.2657, 0.1035, 0.0719, -0.0156, 0.0570, 0.0975, -0.2288, -0.1122, 0.0885, 0.0654, -0.2191, -0.0338, -0.1125, 0.1099, 0.1033, 0.1012, -0.2297, -0.1687, 0.1009, -0.1082, 0.1215, -0.1275, 0.0664, 0.0168, 0.1050, 0.0665, 0.1036]}


{"formula": "C23H46N2O2", "method": "ωB97M-V with the def2-TZVPD basis set", "s_squared": 0.75, "multiplicity": 2, "total_charge": 1, "homo_energy_ev": [-11.418, -11.773], "symbols": ["N", "C", "H", "O", "H", "H", "H", "H", "H", "C", "C", "H", "C", "C", "C", "H", "H", "H", "H", "H", "H", "H", "C", "C", "H", "H", "C", "C", "C", "C", "H", "H", "H", "C", "H", "C", "C", "H", "H", "H", "C", "H", "C", "H", "H", "H", "C", "H", "C", "H", "H", "H", "H", "H", "C", "C", "O", "H", "H", "H", "N", "H", "H", "H", "H", "H", "C", "H", "H", "H", "H", "H", "C"], "xyz": [[-0.513, 0.643, -1.815], [-0.586, -2.759, 2.451], [2.189, 2.762, -4.046], [-1.229, -0.417, -1.402], [-3.436, 2.654, -1.533], [0.337, 1.637, -5.060], [-1.821, 3.804, -2.382], [-2.506, -0.752, 3.329], [1.824, 3.605, -1.008], [1.145, -0.191, -3.487], [0.140, -1.418, 2.165], [-0.544, -4.684, 1.353], [-2.111, -2.586, 2.243], [0.022, 3.118, -3.425], [4.518, 0.461, -1.645], [-3.099, 1.452, -2.923], [-0.311, 3.904, -1.356], [-0.433, -0.546, 2.478], [1.962, 0.596, -3.424], [3.613, -0.222, -1.814], [3.894, 1.514, -3.558], [-1.437, 1.880, -4.693], [-0.305, -1.176, 5.239], [-2.924, 1.660, -1.818], [4.216, 3.172, -0.817], [5.470, -0.126, -1.902], [-0.865, 3.227, -2.085], [4.494, 1.753, -2.620], [-0.406, 1.768, -4.185], [3.781, 3.001, -1.856], [-1.127, -1.725, -3.624], [-1.149, -2.740, 7.147], [4.528, 0.813, -0.563], [-0.053, -3.708, 1.346], [-0.830, 1.064, 0.672], [1.601, 3.305, -3.212], [-1.362, 1.830, -1.474], [1.850, 4.413, -3.324], [-0.664, -0.761, 6.184], [0.328, -3.473, 6.519], [-0.736, -3.315, 6.315], [0.317, -1.275, 1.096], [-0.352, 0.432, -3.295], [-2.588, -3.571, 2.169], [1.888, 1.758, -1.497], [-2.954, -3.381, 4.806], [-1.288, 2.001, 0.156], [1.121, -1.385, 2.648], [-2.460, -2.404, 4.727], [-2.301, -2.084, 1.288], [1.291, -0.872, -2.563], [-3.877, -1.830, 3.211], [-0.643, 2.880, 0.483], [1.026, -3.865, 1.447], [-1.347, -0.640, -3.946], [-0.940, -2.563, 4.972], [-0.522, -4.508, 3.890], [-2.454, -0.401, -3.837], [5.555, 2.058, -2.905], [-0.234, -3.286, 0.354], [-0.248, -3.232, 3.829], [-2.324, 2.164, 0.617], [-0.549, -0.428, 4.487], [-0.320, 3.987, -4.105], [-3.437, 0.868, -1.154], [0.784, -1.249, 5.309], [2.162, 2.823, -1.789], [-1.129, -0.627, -5.082], [4.062, 3.928, -2.486], [1.218, -0.884, -4.390], [-2.901, -1.778, 5.509], [-1.239, -4.285, 6.335], [-2.794, -1.807, 3.363]], "lowdin_spin": [0.3078, 0.0000, 0.0000, 0.5934, 0.0000, 0.0007, 0.0001, 0.0000, 0.0000, 0.0047, 0.0003, 0.0000, -0.0001, 0.0006, 0.0000, 0.0003, -0.0001, 0.0000, 0.0000, 0.0000, 0.0000, 0.0000, 0.0000, 0.0133, 0.0000, 0.0000, -0.0003, 0.0000, 0.0053, 0.0005, -0.0005, 0.0000, 0.0000, 0.0001, -0.0006, 0.0003, 0.0282, 0.0000, 0.0000, 0.0000, 0.0000, 0.0004, 0.0260, 0.0000, 0.0028, 0.0000, 0.0020, 0.0000, 0.0000, -0.0002, -0.0005, 0.0000, -0.0001, 0.0000, 0.0062, 0.0000, 0.0000, 0.0025, 0.0000, 0.0001, 0.0000, -0.0001, 0.0000, 0.0003, 0.0030, 0.0000, 0.0035, -0.0003, 0.0002, 0.0001, 0.0000, 0.0000, 0.0000]}


{"formula": "C23H46N5", "method": "ωB97M-V with the def2-TZVPD basis set", "total_charge": 1, "homo_energy_ev": -9.731, "symbols": ["H", "C", "C", "H", "H", "C", "N", "H", "C", "H", "N", "H", "H", "N", "H", "H", "H", "H", "H", "H", "H", "H", "C", "C", "H", "H", "C", "C", "H", "C", "H", "H", "N", "H", "C", "C", "C", "H", "C", "H", "H", "C", "H", "H", "H", "H", "H", "C", "H", "C", "H", "H", "C", "C", "C", "H", "C", "H", "H", "C", "H", "N", "H", "H", "H", "C", "H", "H", "H", "H", "C", "H", "H", "H"], "xyz": [[-6.340, -1.950, 0.300], [6.852, -4.993, 1.938], [2.769, -1.622, 2.548], [0.046, 3.876, -3.260], [-2.753, 2.955, -2.443], [5.534, 0.261, 1.353], [0.096, 2.672, -1.590], [-0.639, 2.290, -3.488], [-6.424, 0.223, 0.050], [-8.798, -1.074, -0.354], [1.562, -1.354, 0.746], [7.456, 0.316, 2.325], [8.501, -1.468, 1.372], [6.948, -2.835, 1.449], [-6.173, -1.035, 1.793], [3.232, -1.961, 3.457], [-2.592, 1.579, -0.770], [-7.430, -0.594, -3.052], [-1.787, 0.663, 0.493], [2.546, 0.440, 0.066], [-0.567, 0.728, -1.787], [-4.791, 1.312, -1.708], [5.546, -4.547, 1.628], [6.722, -0.436, 2.043], [-5.799, 1.072, 0.340], [0.888, 4.539, -1.242], [-5.276, 0.418, -2.115], [7.430, -1.497, 1.185], [-5.532, 0.665, -3.149], [7.689, -3.918, 1.818], [5.806, 1.262, 1.023], [4.895, -2.515, 0.988], [3.186, -0.503, 1.863], [1.153, -3.033, 2.039], [1.387, 3.315, 0.433], [-5.904, -1.050, 0.735], [-4.263, -0.736, -2.135], [2.306, 2.913, -0.004], [-1.701, 1.546, -0.145], [-6.945, -1.812, -1.884], [-1.709, 2.420, 0.506], [0.419, 3.742, -0.661], [-2.049, 4.452, -1.820], [-9.384, -1.542, -1.941], [3.885, 1.414, 2.210], [0.952, 2.566, 1.100], [4.649, -5.145, 1.620], [-0.422, 1.463, -0.989], [-4.819, -1.137, 0.676], [-7.370, -0.799, -1.980], [8.752, -3.868, 1.981], [1.653, 4.176, 1.047], [-0.597, 3.128, -2.789], [-8.780, -0.806, -1.411], [2.444, -0.363, 0.779], [0.370, 1.045, -0.354], [-2.000, 3.721, -2.628], [0.858, -1.500, 0.040], [4.512, 0.186, 3.287], [1.747, -2.159, 1.844], [6.367, -0.929, 2.948], [-6.520, 0.227, -1.399], [-2.284, 4.234, -3.547], [7.294, -1.277, 0.122], [-4.728, -1.691, -2.380], [4.284, 0.401, 2.244], [-7.413, 0.448, 0.453], [-9.249, 0.171, -1.526], [-3.504, -0.542, -2.897], [-0.470, 4.188, -0.190], [5.638, -3.219, 1.322], [7.133, -5.997, 2.209], [-3.745, -0.840, -1.181], [5.250, -0.280, 0.447]], "lowdin_charge": [0.0678, -0.0882, -0.0064, 0.1130, 0.0495, -0.1581, -0.1987, 0.1135, -0.2442, 0.0647, 0.1321, 0.1158, 0.1265, -0.1298, 0.0720, 0.1463, 0.0422, 0.1184, 0.0694, 0.1582, 0.1155, 0.0935, -0.0943, -0.1540, 0.1120, 0.1233, -0.2525, -0.1324, 0.1131, -0.0852, 0.1175, 0.0918, -0.0388, 0.1392, -0.0968, -0.0810, -0.0877, 0.0671, -0.0658, 0.1016, 0.0746, -0.2612, 0.0708, 0.0751, 0.1297, 0.0607, 0.0927, -0.2577, 0.0472, -0.2718, 0.1218, 0.0788, -0.2378, -0.0870, -0.0497, 0.0570, -0.0721, 0.1784, 0.1315, -0.0137, 0.1146, -0.1995, 0.0775, 0.1293, 0.0675, -0.0900, 0.1021, 0.0819, 0.0669, 0.1080, -0.1199, 0.0988, 0.0417, 0.1041]}